Entry 1:
Density functional theory data (ωB97M-V with the def2-TZVPD basis set) for an isolated molecule of C21H29FN4O.

Each line ends with the Mulliken charge.
Element x y z (Å)
C: 6.51470 -0.37491 -0.26958  -1.17
C: 5.83765 0.32436 0.90187  -0.26
C: 5.14697 -0.67902 1.83307  -0.87
N: 4.02856 -1.31859 1.19709  0.93
N: 4.19069 -2.49088 0.58600  -1.11
C: 3.01815 -2.81290 0.08304  -0.58
C: 2.06651 -1.81193 0.35019  0.43
C: 0.62379 -1.83601 0.01598  0.49
O: -0.13726 -2.63903 0.52552  -0.67
N: 0.20100 -0.90131 -0.87882  0.23
C: 1.10141 -0.02072 -1.58183  -1.12
C: -1.21627 -0.84968 -1.19442  -0.06
C: -1.54203 -1.46285 -2.56036  -0.80
C: -3.05085 -1.40541 -2.78366  -0.56
C: -3.53072 0.04400 -2.64934  -1.04
N: -3.19953 0.65204 -1.37612  0.34
C: -4.01671 0.22013 -0.25744  -0.59
C: -4.03682 1.26413 0.82950  0.09
C: -3.82769 2.60950 0.55529  -0.18
C: -3.86349 3.55717 1.56268  -0.75
C: -4.11480 3.17765 2.87071  -0.37
C: -4.33391 1.84483 3.17066  -0.63
C: -4.29254 0.91464 2.14926  0.38
F: -4.51683 -0.38447 2.45435  -0.33
C: -1.77359 0.58342 -1.12087  -1.43
C: 2.76035 -0.85996 1.08155  0.63
C: 2.28068 0.40352 1.69771  -1.86
H: 5.80121 -0.99533 -0.80606  0.28
H: 6.93291 0.35344 -0.96001  0.38
H: 7.31719 -1.01665 0.08516  0.30
H: 6.57744 0.88070 1.48001  0.38
H: 5.09922 1.03719 0.52859  0.22
H: 4.80032 -0.17645 2.74007  0.32
H: 5.85020 -1.46897 2.10540  0.39
H: 2.88288 -3.72733 -0.45797  0.59
H: 2.10514 -0.44218 -1.58203  0.48
H: 0.77666 0.09027 -2.61597  0.37
H: 1.13678 0.96986 -1.11823  0.26
H: -1.69655 -1.46268 -0.42307  0.39
H: -1.04069 -0.90363 -3.35512  0.27
H: -1.18588 -2.49422 -2.59060  0.36
H: -3.30193 -1.78570 -3.77517  0.46
H: -3.55515 -2.03016 -2.04414  0.30
H: -4.61201 0.10416 -2.79164  0.46
H: -3.05468 0.65119 -3.42792  0.37
H: -5.04194 0.08784 -0.61991  0.54
H: -3.69849 -0.74002 0.17563  0.29
H: -3.63339 2.89483 -0.46670  0.39
H: -3.69748 4.59745 1.32615  0.39
H: -4.14371 3.91578 3.65762  0.38
H: -4.53598 1.51676 4.17813  0.45
H: -1.57608 1.01212 -0.13519  0.39
H: -1.28343 1.20886 -1.87426  0.29
H: 2.74027 1.27429 1.22877  0.28
H: 2.51775 0.42789 2.76129  0.50
H: 1.20200 0.47296 1.58513  0.36

Atoms 1-2, force components in eV/Å:
C -0.11 0.18 0.05
C 0.01 -0.27 0.02

Output
calculated total energy	-32973.425	eV
energy above the lowest of the compared OMol25 structures with the same formula, charge and spin	65.65	kJ/mol
structure (SMILES)	CCCn1ncc(C(=O)N(C)[C@@H]2CCCN(Cc3ccccc3F)C2)c1C
E_HOMO	-8.4	eV
largest force on an atom	0.88	eV/Å
LUMO level	0.629	eV

=====

Entry 2:
Density functional theory data (ωB97M-V with the def2-TZVPD basis set) for a 2-piece molecular cluster, C2H7NO2 overall in a non-equilibrium geometry.

Each line ends with the Mulliken charge.
Element x y z (Å)
C: -0.27497 1.13133 -2.03633  -0.74
N: -1.41675 0.22897 -1.96857  -0.27
C: -1.26551 -1.11343 -1.84617  0.12
O: -2.17993 -1.80640 -1.36979  -0.49
H: 0.62177 0.44972 -2.14268  0.29
H: -0.45760 1.91238 -1.35249  0.27
H: -0.32743 1.70022 -2.96243  0.28
H: -1.98868 0.42844 -2.80109  0.26
H: -0.46428 -1.67736 -2.40149  0.29
O: 2.82859 -0.44868 6.61040  -0.62
H: 2.27592 -1.09086 6.20989  0.31
H: 2.64886 0.28567 6.06074  0.31

Atoms 1-2, force components in eV/Å:
C 0.32 -1.74 -2.16
N -0.64 1.90 -1.27

Output
calculated total energy	-7771.103	eV
energy above the lowest of the compared OMol25 structures with the same formula, charge and spin	233.75	kJ/mol
structure (SMILES)	CNC=O.O
E_HOMO	-10.0	eV
largest force on an atom	4.43	eV/Å
LUMO level	0.748	eV

=====

Entry 3:
Density functional theory data (ωB97M-V with the def2-TZVPD basis set) for a 2-piece molecular cluster, C5H8O2 overall.

Each line ends with the Mulliken charge.
Element x y z (Å)
O: -0.10096 -2.08125 -0.40414  -0.52
C: -0.80704 -1.30144 0.53907  -0.49
C: 0.19326 -0.39862 1.21772  0.20
C: 0.68417 1.04665 -1.55235  -0.48
C: -0.12582 2.03854 -1.19937  -0.46
C: -0.24911 0.80717 1.97028  -0.32
O: 0.03275 -0.25444 2.65956  -0.23
H: -0.73192 -2.66375 -0.84297  0.31
H: -1.29062 -1.92311 1.30895  0.35
H: -1.58870 -0.69454 0.05425  0.28
H: 1.22693 -0.48803 0.89452  0.41
H: 1.76562 1.15344 -1.50213  0.25
H: 0.31051 0.07715 -1.87484  0.24
H: -1.20815 1.93532 -1.23300  0.24
H: 0.25546 2.99271 -0.84436  0.22

Atoms 1-2, force components in eV/Å:
O -0.13 -0.22 -0.13
C -0.14 0.24 0.25

Output
calculated total energy	-9404.867	eV
energy above the lowest of the compared OMol25 structures with the same formula, charge and spin	479.02	kJ/mol
E_HOMO	-9.6	eV
largest force on an atom	0.49	eV/Å
LUMO level	0.672	eV

=====

Entry 4:
Density functional theory data (ωB97M-V with the def2-TZVPD basis set) for an isolated ion of composition C3HF2O2S and charge -1 in a non-equilibrium geometry.

Each line ends with the Mulliken charge.
Element x y z (Å)
C: -1.79407 -0.70337 -0.76892  -0.23
C: -0.84608 -0.72391 0.00432  -0.10
C: 0.01486 -0.12631 0.93256  0.56
O: -0.16858 -0.11583 2.13142  -0.55
S: 1.23489 0.65385 -0.30610  0.65
O: 2.44130 0.84004 0.42394  -0.56
F: 0.01089 2.14362 0.05495  -0.62
F: 1.45870 -1.05004 -0.76790  -0.46
H: -2.35190 -0.91805 -1.70427  0.32

Atoms 1-2, force components in eV/Å:
C 0.83 -1.17 -0.89
C -3.88 -0.48 -1.55

Output
calculated total energy	-23490.393	eV
energy above the lowest of the compared OMol25 structures with the same formula, charge and spin	83.25	kJ/mol
structure (SMILES)	C#CC([O-])=S(=O)(F)F
E_HOMO	-4.8	eV
largest force on an atom	4.20	eV/Å
charge	-1
LUMO level	3.822	eV

=====

Entry 5:
Density functional theory data (ωB97M-V with the def2-TZVPD basis set) for an isolated ion of composition C4H6N5O2 and charge +1 in a non-equilibrium geometry.

Each line ends with the Mulliken charge.
Element x y z (Å)
O: 0.86147 -1.47706 1.13240  -0.49
C: 0.68184 -0.43998 0.29792  0.75
O: 1.03147 -0.76560 -0.98935  -0.51
C: 1.47095 0.81828 0.78962  -0.80
N: 1.15223 2.07012 0.16892  -0.18
N: 0.14041 2.17637 -0.50372  -0.26
C: -0.72834 1.08764 -0.48813  0.37
N: -2.12306 1.17470 -0.75082  -0.11
C: -2.71721 0.09509 -0.22141  -0.06
N: -1.83423 -0.58927 0.45359  -0.95
N: -0.66936 0.01592 0.28408  0.88
H: 0.58421 -2.24809 0.69150  0.36
H: 0.99219 -1.69623 -1.17927  0.36
H: 1.29371 1.06135 1.79035  0.44
H: 2.50275 0.79934 0.70253  0.47
H: -2.62495 1.90951 -1.32626  0.29
H: -3.74046 -0.05700 -0.04417  0.43

Atoms 1-2, force components in eV/Å:
O 0.73 1.17 1.82
C 2.51 -0.76 1.04

Output
calculated total energy	-15780.774	eV
energy above the lowest of the compared OMol25 structures with the same formula, charge and spin	213.44	kJ/mol
structure (SMILES)	OC1(O)CN=Nc2[nH+]cnn21
E_HOMO	-14.5	eV
largest force on an atom	5.19	eV/Å
charge	+1
LUMO level	-5.466	eV

=====

Entry 6:
Density functional theory data (ωB97M-V with the def2-TZVPD basis set) for C32H34N3OOsS5Si as an isolated structure.

Each line ends with the Mulliken charge.
Element x y z (Å)
Os: -1.12099 0.58539 -0.14200  1.12
O: -1.13083 0.76310 -2.03172  -0.38
C: -2.22488 1.02137 -2.80492  0.48
C: -1.91346 1.53193 -4.06734  -0.78
C: -2.90509 1.87381 -4.96007  -0.65
C: -4.24320 1.71669 -4.60955  -0.95
C: -4.55648 1.20517 -3.37165  -0.96
C: -3.56442 0.83812 -2.45145  0.62
C: -3.94163 0.24563 -1.18310  0.45
N: -3.12680 0.00262 -0.16629  0.72
C: -3.86971 -0.61303 0.82285  -0.40
C: -5.14335 -0.75055 0.38820  -0.88
N: -5.17311 -0.21134 -0.87422  -0.03
H: -0.86785 1.65288 -4.31661  0.38
H: -2.63879 2.27217 -5.92966  0.46
H: -5.02848 1.99585 -5.29723  0.41
H: -5.59988 1.10187 -3.10149  0.37
H: -3.44271 -0.90024 1.76567  0.47
H: -6.01223 -1.18069 0.85132  0.44
H: -5.96804 -0.20240 -1.48931  0.17
C: -0.74432 -1.03119 1.06541  -1.59
Si: 1.04547 -1.56542 0.98911  -0.74
C: 1.82094 0.15036 0.70202  -1.05
N: 1.08110 0.84937 -0.39729  1.63
C: 1.54277 0.21850 -1.71412  -0.65
C: 2.16201 1.20420 -2.68947  -0.95
C: 3.33163 1.92692 -2.03594  -0.90
C: 2.86924 2.62992 -0.74832  -0.95
C: 1.42096 2.30225 -0.40615  -0.44
C: 1.24387 -2.70690 -0.47600  0.45
C: 0.17951 -3.00459 -1.32797  -0.25
C: 0.36108 -3.79421 -2.45563  -0.73
C: 1.61726 -4.30254 -2.74932  -0.57
C: 2.68907 -4.02656 -1.90961  -0.84
C: 2.50039 -3.23913 -0.78480  0.17
C: 1.75822 -2.34594 2.52431  0.62
C: 1.98587 -3.72235 2.59626  -0.41
C: 2.48403 -4.30447 3.75319  -0.69
C: 2.76492 -3.51830 4.86018  -0.47
C: 2.54869 -2.14790 4.80930  -0.83
C: 2.04986 -1.57129 3.65194  -0.19
H: -0.92966 -0.42941 1.98149  0.61
H: -1.48258 -1.83513 1.02975  0.80
H: 2.89017 0.11725 0.47661  0.66
H: 1.70292 0.73623 1.62011  0.47
H: 0.71251 -0.29786 -2.17924  0.30
H: 2.28863 -0.53584 -1.46927  0.24
H: 1.41197 1.91000 -3.05441  0.34
H: 2.50193 0.63282 -3.55524  0.43
H: 3.78441 2.63637 -2.72772  0.48
H: 4.10278 1.18854 -1.80151  0.28
H: 2.92679 3.71509 -0.85133  0.55
H: 3.51853 2.37462 0.09058  0.27
H: 0.74120 2.78816 -1.10815  0.67
H: 1.19589 2.67541 0.58361  -0.50
H: -0.81392 -2.62126 -1.11616  0.32
H: -0.47794 -4.01507 -3.10268  0.45
H: 1.76148 -4.91830 -3.62723  0.40
H: 3.66903 -4.42874 -2.13085  0.43
H: 3.34719 -3.03562 -0.13680  0.47
H: 1.77103 -4.34979 1.73923  0.36
H: 2.65381 -5.37245 3.78982  0.42
H: 3.15699 -3.97154 5.76118  0.39
H: 2.77264 -1.53068 5.66962  0.45
H: 1.89317 -0.50115 3.63114  0.24
C: -1.99503 1.60156 4.34746  -0.86
S: -0.25682 1.56356 3.83875  0.15
C: -0.13048 3.03075 2.87857  0.43
C: -0.76103 3.34475 1.73253  -0.27
S: -1.93399 2.31095 0.92401  -0.52
S: -0.47252 4.94317 1.09230  -0.02
C: 0.71959 5.44390 2.26689  0.13
S: 1.50846 6.85747 2.20119  -0.15
S: 0.96552 4.23556 3.50283  -0.04
H: -2.07551 0.87271 5.15216  0.41
H: -2.65928 1.32884 3.52994  0.14
H: -2.24849 2.58605 4.73233  0.38

Atoms 1-2, force components in eV/Å:
Os 0.09 -0.40 0.04
O -0.32 0.00 0.06

Output
calculated total energy	-104770.986	eV
energy above the lowest of the compared OMol25 structures with the same formula, charge and spin	0.00	kJ/mol
E_HOMO	-10.5	eV
largest force on an atom	0.45	eV/Å
charge	+1
LUMO level	-3.631	eV